Entry 1:
{
  "formula": "C40H44NO3Si",
  "method": "ωB97M-V with the def2-TZVPD basis set",
  "total_charge": 1,
  "e_homo_ev": -10.956,
  "elements": ["C", "Si", "C", "C", "O", "C", "C", "C", "C", "C", "C", "C", "C", "C", "C", "C", "C", "C", "C", "C", "C", "C", "N", "H", "H", "H", "H", "H", "H", "H", "H", "H", "H", "H", "H", "H", "H", "H", "H", "H", "H", "H", "H", "H", "H", "H", "H", "H", "H", "H", "C", "O", "C", "C", "C", "C", "C", "C", "C", "C", "C", "O", "C", "C", "C", "C", "C", "C", "C", "C", "C", "C", "H", "H", "H", "H", "H", "H", "H", "H", "H", "H", "H", "H", "H", "H", "H", "H", "H"],
  "positions_angstrom": [[-0.10704, -2.29590, -0.16932], [1.65335, -1.94752, 0.33703], [2.13312, -3.18565, 1.63965], [2.82874, -1.97226, -1.10562], [1.65623, -0.37455, 0.92109], [2.47005, 0.38329, 1.81151], [1.95005, 0.21883, 3.25410], [0.61452, -0.10344, 3.48683], [0.19357, -0.40931, 4.78621], [1.09057, -0.33497, 5.85525], [2.40768, 0.07839, 5.63576], [2.82654, 0.38587, 4.34050], [3.93985, -0.09265, 1.67513], [4.37881, -1.17511, 2.44639], [5.62000, -1.77425, 2.21023], [6.44497, -1.28718, 1.19502], [6.02413, -0.19542, 0.43428], [4.77801, 0.39958, 0.66348], [2.29501, 1.86479, 1.39293], [2.72455, 2.93109, 2.38903], [2.04278, 4.19648, 1.86071], [0.92707, 3.71358, 0.92078], [0.91617, 2.24782, 1.00882], [-0.26706, -3.38412, -0.16648], [-0.81814, -1.84755, 0.53775], [-0.32894, -1.92946, -1.17908], [1.62812, -4.13280, 1.39487], [3.21487, -3.37030, 1.65718], [1.80935, -2.87307, 2.64120], [2.47962, -2.71584, -1.83779], [2.87567, -0.99208, -1.59918], [3.84362, -2.24760, -0.78877], [-0.08145, -0.14303, 2.64539], [-0.84305, -0.70880, 4.94460], [0.76374, -0.58426, 6.86574], [3.11864, 0.16124, 6.46066], [3.85152, 0.72955, 4.16510], [3.74184, -1.58195, 3.23609], [5.92312, -2.62331, 2.82602], [7.40791, -1.76032, 1.00206], [6.65739, 0.20667, -0.35829], [4.45866, 1.23396, 0.03598], [2.88529, 2.02903, 0.47415], [2.35229, 2.68386, 3.38868], [3.81829, 2.99154, 2.45393], [1.63063, 4.80064, 2.67467], [2.75216, 4.81527, 1.30072], [-0.04150, 4.12285, 1.21895], [1.11539, 4.04563, -0.11576], [0.80505, 1.78416, 0.10775], [-1.24227, 2.62271, -6.14610], [-0.84476, 1.56031, -5.25048], [-0.78393, 1.83181, -3.92078], [-0.56094, 0.73372, -3.05413], [-0.64866, 0.89986, -1.69005], [-0.98046, 2.15658, -1.13524], [-1.18192, 2.32099, 0.30595], [-2.36148, 3.12606, 0.68565], [-2.49097, 3.63441, 2.00389], [-3.64639, 4.26574, 2.42529], [-4.75472, 4.36670, 1.56448], [-5.93876, 4.74830, 2.16642], [-7.10634, 4.97726, 1.43070], [-8.29836, 4.59681, 2.06096], [-9.51596, 4.86831, 1.44200], [-9.55116, 5.52809, 0.20734], [-8.35716, 5.92621, -0.40152], [-7.12520, 5.66450, 0.21060], [-4.65268, 3.92922, 0.23965], [-3.46775, 3.33913, -0.18471], [-1.09124, 3.27113, -2.00486], [-0.98151, 3.12537, -3.37614], [-1.32808, 2.12905, -7.11343], [-2.20871, 3.05678, -5.85111], [-0.47488, 3.40858, -6.18599], [-0.35595, -0.24153, -3.49749], [-0.50826, 0.04188, -1.03006], [-1.03913, 1.46167, 0.96103], [-1.65361, 3.52126, 2.69487], [-3.74366, 4.65466, 3.43732], [-8.23987, 4.09205, 3.02454], [-10.44044, 4.56296, 1.93379], [-10.50724, 5.73514, -0.27667], [-8.36767, 6.44613, -1.36015], [-6.19140, 5.97912, -0.26037], [-5.48700, 4.01858, -0.45565], [-3.43300, 3.00338, -1.22168], [-1.29414, 4.26322, -1.59474], [-1.09636, 3.99286, -4.03220]]
}



Entry 2:
{
  "formula": "C9H4Cl2FeNOTe4",
  "method": "ωB97M-V with the def2-TZVPD basis set",
  "e_homo_ev": [-7.754, -7.789],
  "spin_multiplicity": 6,
  "elements": ["Fe", "Cl", "C", "C", "C", "Cl", "C", "C", "C", "C", "N", "C", "C", "O", "H", "H", "H", "H", "Te", "Te", "Te", "Te"],
  "positions_angstrom": [[0.53414, -0.25646, -0.46801], [-2.51634, 3.07720, 1.61414], [-2.45032, 1.38117, 1.97218], [-3.34130, 0.85517, 2.93670], [-3.33094, -0.46465, 3.25408], [-4.43867, -1.08820, 4.45154], [-2.42049, -1.34591, 2.61318], [-2.30844, -2.73385, 2.85231], [-1.39111, -3.47170, 2.16103], [-0.56984, -2.82741, 1.21281], [-0.65400, -1.54372, 0.97766], [-1.55662, -0.79233, 1.65989], [-1.53563, 0.59498, 1.31153], [-0.68724, 1.02896, 0.42177], [-4.03811, 1.52252, 3.42535], [-2.95306, -3.20201, 3.58453], [-1.28590, -4.53473, 2.32810], [0.16697, -3.38350, 0.64180], [2.82771, -0.74315, 0.66517], [2.51390, 1.47793, -0.76940], [0.50225, 1.06373, -2.76533], [-0.37119, -1.43798, -2.61245]]
}



Entry 3:
{
  "formula": "C13H37BF3N3O6PtS",
  "method": "ωB97M-V with the def2-TZVPD basis set",
  "de_lowest_ev": 0.000,
  "e_homo_ev": [-7.565, -7.987],
  "spin_multiplicity": 3,
  "elements": ["Pt", "B", "H", "H", "H", "H", "C", "F", "F", "F", "S", "O", "O", "O", "C", "C", "C", "O", "C", "N", "H", "H", "H", "H", "H", "H", "H", "H", "H", "H", "H", "C", "C", "C", "O", "C", "N", "H", "H", "H", "H", "H", "H", "H", "H", "H", "H", "H", "C", "C", "C", "O", "C", "N", "H", "H", "H", "H", "H", "H", "H", "H", "H", "H", "H"],
  "positions_angstrom": [[-16.54762, 5.65521, -22.27761], [-15.71391, 6.94720, -23.92687], [-16.66376, 6.39531, -24.24464], [-15.97563, 7.45693, -22.93440], [-14.89431, 6.13037, -23.80186], [-15.31601, 7.73747, -24.66701], [-18.37767, 2.28636, -19.37615], [-17.36361, 1.61675, -19.90839], [-19.39689, 1.40875, -19.28958], [-18.08829, 2.76410, -18.16918], [-18.93765, 3.69960, -20.47168], [-17.68697, 4.45153, -20.74266], [-19.47762, 2.99449, -21.63674], [-19.91431, 4.51085, -19.79066], [-19.53777, 8.88417, -21.36965], [-18.23303, 8.10216, -21.62041], [-17.49084, 7.82552, -20.31772], [-16.30096, 7.07442, -20.55252], [-15.43571, 7.11737, -19.44369], [-18.60117, 6.79754, -22.29119], [-20.15608, 8.22011, -20.74716], [-20.05104, 9.09729, -22.30214], [-19.47226, 9.73666, -20.69042], [-17.57619, 8.74362, -22.20919], [-18.15394, 7.35852, -19.58234], [-17.16935, 8.81276, -19.96805], [-14.86990, 6.19555, -19.27900], [-15.98165, 7.20442, -18.50015], [-14.69246, 7.91273, -19.53628], [-18.78969, 6.97156, -23.28052], [-19.55293, 6.77507, -21.91794], [-13.63232, 3.09126, -23.24067], [-14.49454, 3.09316, -21.98940], [-13.83511, 2.28849, -20.83403], [-14.67005, 2.36991, -19.71131], [-14.12177, 2.31946, -18.41722], [-14.83325, 4.45241, -21.51015], [-12.58340, 3.35549, -23.10336], [-14.14172, 3.74333, -23.95281], [-13.60205, 2.11588, -23.73377], [-15.44995, 2.60128, -22.18852], [-12.78162, 2.52843, -20.66650], [-13.84636, 1.25480, -21.20060], [-13.88750, 1.27363, -18.16997], [-14.89210, 2.61467, -17.71052], [-13.16462, 2.82956, -18.28157], [-15.21648, 4.09790, -20.61830], [-13.96902, 4.92474, -21.24208], [-18.78928, 5.27225, -25.48428], [-18.02852, 4.00595, -25.11901], [-16.90004, 3.69311, -26.09676], [-16.36365, 2.40334, -25.76767], [-16.01282, 1.66857, -26.91357], [-17.47999, 4.00217, -23.71224], [-19.37019, 5.15485, -26.40228], [-18.21165, 6.19197, -25.46309], [-19.61482, 5.36944, -24.76652], [-18.70684, 3.14863, -25.05677], [-16.06419, 4.39261, -26.01034], [-17.28472, 3.72793, -27.11853], [-16.89948, 1.51140, -27.54739], [-15.68397, 0.67306, -26.62084], [-15.29157, 2.20006, -27.54467], [-18.26756, 3.62410, -23.19004], [-16.80945, 3.23836, -23.80706]]
}



Entry 4:
{
  "formula": "C20H28N2O3",
  "method": "ωB97M-V with the def2-TZVPD basis set",
  "smiles": "O=C1CCCN1CCC(=O)N1CCC[C@@](CO)(Cc2ccccc2)C1",
  "de_lowest_ev": 0.289,
  "e_homo_ev": -8.890,
  "elements": ["O", "C", "C", "C", "C", "N", "C", "C", "C", "O", "N", "C", "C", "C", "C", "C", "O", "C", "C", "C", "C", "C", "C", "C", "C", "H", "H", "H", "H", "H", "H", "H", "H", "H", "H", "H", "H", "H", "H", "H", "H", "H", "H", "H", "H", "H", "H", "H", "H", "H", "H", "H", "H"],
  "positions_angstrom": [[1.30287, 2.04693, -2.09185], [1.50228, 2.25506, -0.91169], [0.68307, 3.14430, 0.01059], [1.12014, 2.72666, 1.41408], [2.51034, 2.11353, 1.20312], [2.50993, 1.72984, -0.19053], [3.50256, 0.84498, -0.75326], [2.88289, -0.51102, -1.10688], [2.51884, -1.27744, 0.15637], [3.13508, -1.09897, 1.19433], [1.54147, -2.21228, 0.07546], [1.18234, -2.95285, 1.27078], [-0.14316, -2.43913, 1.82564], [-1.23350, -2.47665, 0.75444], [-0.80229, -1.78485, -0.54966], [-1.80778, -2.11308, -1.67471], [-3.14181, -1.78228, -1.40117], [-0.64136, -0.25824, -0.38326], [-1.88092, 0.48053, 0.03698], [-2.69686, 1.07658, -0.91729], [-3.83272, 1.77018, -0.54327], [-4.16887, 1.88764, 0.79487], [-3.35475, 1.31505, 1.75568], [-2.21838, 0.62074, 1.37813], [0.56446, -2.37487, -0.97141], [0.94040, 4.18288, -0.20625], [-0.38287, 3.01337, -0.16846], [0.43110, 1.97901, 1.80766], [1.14681, 3.56173, 2.11113], [3.30534, 2.84778, 1.38938], [2.69375, 1.23926, 1.83218], [4.30090, 0.71466, -0.02190], [3.90372, 1.29979, -1.66448], [3.60921, -1.11111, -1.66002], [2.02697, -0.31939, -1.74768], [1.10072, -4.01312, 1.00821], [1.98337, -2.82369, 1.99978], [-0.44465, -3.05049, 2.67774], [0.00274, -1.41915, 2.18237], [-1.46600, -3.52292, 0.52996], [-2.13638, -2.00297, 1.14615], [-1.54831, -1.54783, -2.57318], [-1.72774, -3.18641, -1.91460], [-3.42841, -2.24917, -0.60931], [-0.31003, 0.14973, -1.34023], [0.14830, -0.07650, 0.34857], [-2.43729, 0.99692, -1.96159], [-4.45678, 2.22444, -1.29857], [-5.05585, 2.42963, 1.08848], [-3.60045, 1.41213, 2.80366], [-1.58482, 0.19463, 2.14395], [0.44779, -3.45057, -1.15303], [0.90037, -1.91934, -1.90040]]
}